{"formula": "C6H10O2", "method": "wB97M-V/def2-TZVPD", "elements": ["C", "C", "C", "C", "C", "C", "H", "H", "H", "H", "H", "H", "H", "H", "H", "H", "O", "O"], "xyz": [[-1.5528, -0.3323, -0.4194], [-0.6876, -1.3443, 0.4836], [0.7320, -0.7088, 0.1731], [1.6930, 0.4349, 0.5710], [0.3999, 0.7935, 0.1041], [-0.5129, 0.5906, -1.1068], [-3.0318, 0.8564, 0.1410], [-2.0399, -0.9986, -1.0822], [-1.1957, -1.2956, 1.5507], [-0.8833, -2.3203, 0.0855], [1.3450, -1.0398, -0.7468], [1.7516, 0.6261, 1.6978], [2.7217, 1.1733, -1.0502], [-0.1168, 1.0382, 1.0148], [0.1942, -0.1677, -1.9311], [-1.1178, 1.4419, -1.7470], [-2.4778, 0.2413, 0.6213], [2.7207, 0.2693, -0.2170]], "forces_ev_per_a": [[0.462, -1.363, 2.712], [-0.237, 2.175, 0.673], [0.138, -1.542, 1.321], [-1.178, -1.421, 3.695], [-1.904, 0.034, -1.904], [-0.113, 0.255, -3.226], [-0.441, 0.349, 0.001], [-1.340, 0.083, -1.027], [1.689, 0.014, -1.954], [0.570, -0.741, -0.033], [-2.033, -0.060, 1.392], [0.907, 0.164, -1.616], [0.106, -4.037, 4.009], [-0.917, 0.223, -0.073], [-2.735, 2.697, 2.048], [1.764, -1.570, 1.688], [1.322, -0.177, -2.270], [3.941, 4.917, -5.436]], "nbo_charge": [0.06, -0.43, -0.25, 0.14, -0.34, -0.42, 0.46, 0.17, 0.24, 0.21, 0.22, 0.18, 0.46, 0.23, 0.23, 0.21, -0.73, -0.67], "homo_lumo_gap_ev": 8.4818, "max_force_ev_per_a": 8.3, "energy_ha": -384.8408, "charge": 0}